Entry from OMol25: a cluster of 12 separate species, C12H48O18 in total at a distorted geometry (wB97M-V/def2-TZVPD).

Atoms and positions in Å:
O (1.587, -1.597, 1.068)
H (2.495, -1.763, 1.217)
H (1.044, -1.763, 1.816)
O (-2.378, 2.090, -0.442)
H (-1.513, 1.726, -0.382)
H (-2.262, 3.044, -0.348)
O (2.807, 0.586, -0.090)
H (3.345, 1.063, -0.680)
H (3.074, -0.314, -0.097)
O (-3.594, -1.126, 0.317)
H (-3.465, -1.581, -0.482)
H (-2.833, -0.523, 0.395)
O (-2.158, -2.843, -2.659)
H (-1.980, -3.755, -2.650)
H (-1.346, -2.313, -2.725)
O (-0.554, -0.252, -0.364)
H (-0.557, -0.510, -1.293)
H (0.357, -0.394, -0.108)
C (2.336, -0.126, 4.000)
C (1.511, 0.337, 5.170)
O (2.254, -0.003, 6.318)
O (1.883, 0.447, 2.848)
H (2.507, -1.203, 3.938)
H (3.238, 0.239, 4.350)
H (0.489, -0.096, 5.043)
H (1.340, 1.376, 5.108)
H (1.688, -0.332, 6.996)
H (1.944, -0.212, 2.237)
C (-2.398, 1.079, -4.374)
C (-3.221, 0.192, -3.470)
O (-2.493, 0.089, -2.332)
O (-2.907, 1.118, -5.720)
H (-1.352, 0.805, -4.390)
H (-2.216, 2.135, -4.001)
H (-3.423, -0.740, -3.998)
H (-4.197, 0.591, -3.296)
H (-2.574, 0.882, -1.824)
H (-2.972, 0.151, -5.997)
C (1.748, 4.052, 0.453)
C (0.581, 3.276, -0.076)
O (0.272, 2.212, 0.794)
O (1.847, 5.175, -0.337)
H (2.627, 3.430, 0.390)
H (1.625, 4.337, 1.447)
H (0.648, 2.946, -1.052)
H (-0.341, 3.960, -0.129)
H (1.012, 1.577, 0.730)
H (1.146, 5.753, -0.179)
C (1.075, -4.631, 0.233)
C (0.396, -6.024, 0.224)
O (1.276, -6.926, 0.810)
O (-0.027, -3.798, -0.125)
H (2.002, -4.397, -0.289)
H (1.272, -4.390, 1.253)
H (0.127, -6.311, -0.775)
H (-0.579, -5.814, 0.801)
H (1.065, -7.850, 0.506)
H (0.288, -2.918, 0.138)
C (0.839, -1.105, -3.878)
C (1.145, 0.291, -3.254)
O (1.501, 1.330, -4.279)
O (0.381, -1.919, -2.805)
H (1.742, -1.579, -4.386)
H (0.178, -1.120, -4.758)
H (2.055, 0.343, -2.665)
H (0.276, 0.578, -2.604)
H (2.351, 1.247, -4.577)
H (0.459, -2.837, -3.166)
C (-2.010, 2.345, 2.872)
C (-0.762, 2.449, 3.646)
O (-1.010, 3.489, 4.558)
O (-1.862, 1.156, 2.109)
H (-2.170, 3.265, 2.364)
H (-2.798, 2.242, 3.620)
H (0.065, 2.747, 3.064)
H (-0.590, 1.544, 4.098)
H (-0.269, 4.078, 4.541)
H (-1.088, 1.295, 1.582)

Atoms 1-2, force components in eV/Å:
-0.78 0.58 -1.97
1.23 -0.84 0.80

Calculated values
Frontier orbital gap in eV: 8.68
Energy above the lowest of the compared OMol25 structures with the same formula, charge and spin in kcal/mol: 91.5
E_LUMO in eV: -0.61
Calculated total energy in Eh: -1840.08261

Taken from the Löwdin analysis, the atomic charges in e are: atom 1 (O): -0.0003, atom 2 (H): 0.0639, atom 3 (H): 0.0799, atom 4 (O): -0.0133, atom 5 (H): -0.0176, atom 6 (H): 0.0578, atom 7 (O): 0.0095, atom 8 (H): 0.0369, atom 9 (H): 0.0253, atom 10 (O): -0.0450, atom 11 (H): -0.0219, atom 12 (H): 0.0008, atom 13 (O): -0.0343, atom 14 (H): 0.0061, atom 15 (H): -0.0080, atom 16 (O): -0.0196, atom 17 (H): 0.0086, atom 18 (H): 0.0073, atom 19 (C): -0.2683, atom 20 (C): -0.2451, atom 21 (O): -0.0302, atom 22 (O): -0.0051, atom 23 (H): 0.1362, atom 24 (H): 0.0970, atom 25 (H): 0.1384, atom 26 (H): 0.0984, atom 27 (H): 0.0770, atom 28 (H): -0.0345, atom 29 (C): -0.2418, atom 30 (C): -0.2645, atom 31 (O): -0.0645, atom 32 (O): -0.0909, atom 33 (H): 0.0827, atom 34 (H): 0.1448, atom 35 (H): 0.1193, atom 36 (H): 0.1252, atom 37 (H): 0.0336, atom 38 (H): 0.1111, atom 39 (C): -0.2441, atom 40 (C): -0.2164, atom 41 (O): -0.1086, atom 42 (O): -0.0139, atom 43 (H): 0.1226, atom 44 (H): 0.1077, atom 45 (H): 0.1019, atom 46 (H): 0.1478, atom 47 (H): 0.0689, atom 48 (H): 0.0620, atom 49 (C): -0.2382, atom 50 (C): -0.2646, atom 51 (O): -0.0731, atom 52 (O): -0.0936, atom 53 (H): 0.1178, atom 54 (H): 0.0927, atom 55 (H): 0.1079, atom 56 (H): 0.1488, atom 57 (H): 0.1182, atom 58 (H): 0.0403, atom 59 (C): -0.2165, atom 60 (C): -0.1564, atom 61 (O): -0.0556, atom 62 (O): -0.1099, atom 63 (H): 0.1341, atom 64 (H): 0.1222, atom 65 (H): 0.0954, atom 66 (H): 0.1079, atom 67 (H): 0.0189, atom 68 (H): 0.1264, atom 69 (C): -0.2199, atom 70 (C): -0.2816, atom 71 (O): -0.0389, atom 72 (O): -0.0577, atom 73 (H): 0.1102, atom 74 (H): 0.1362, atom 75 (H): 0.0987, atom 76 (H): 0.0726, atom 77 (H): 0.0714, atom 78 (H): 0.0032



Entry from OMol25: a structure of composition C12H4Cl4N2O2S5Sr at a distorted geometry (wB97M-V/def2-TZVPD).

Atoms and positions in Å:
Sr (-0.282, -0.439, -0.263)
Cl (-6.828, 1.710, -0.352)
C (-5.112, 1.640, -0.605)
C (-4.401, 2.789, -0.883)
Cl (-5.216, 4.321, -0.983)
C (-3.014, 2.703, -1.086)
Cl (-2.112, 4.142, -1.465)
C (-2.300, 1.507, -0.991)
O (-1.014, 1.422, -1.150)
C (-3.048, 0.300, -0.689)
O (-2.401, -0.816, -0.583)
C (-4.433, 0.413, -0.527)
Cl (-5.319, -1.048, -0.201)
S (2.532, -5.049, 5.233)
C (2.055, -4.025, 4.014)
S (1.696, -2.354, 4.214)
C (1.346, -1.925, 2.536)
C (1.404, -2.962, 1.660)
S (1.137, -2.991, -0.048)
S (1.820, -4.520, 2.384)
S (1.010, -0.247, 2.268)
N (4.023, 1.466, -1.558)
C (4.525, 0.220, -1.252)
C (3.439, -0.598, -1.144)
N (2.296, 0.120, -1.390)
C (2.673, 1.348, -1.630)
H (4.558, 2.305, -1.669)
H (5.577, 0.038, -1.120)
H (3.384, -1.642, -0.879)
H (2.009, 2.172, -1.841)

Atoms 1-2, force components in eV/Å:
3.04 -1.59 0.84
-0.08 -0.01 0.01

Calculated values
Frontier orbital gap in eV: 5.31
Energy above the lowest of the compared OMol25 structures with the same formula, charge and spin in kcal/mol: 23.7
E_LUMO in eV: 4.14
Calculated total energy in Eh: -4582.33241
Net charge: -2

Taken from the Löwdin analysis, the atomic charges in e are: atom 1 (Sr): 1.2465, atom 2 (Cl): 0.5855, atom 3 (C): -0.7386, atom 4 (C): -0.7395, atom 5 (Cl): 0.5810, atom 6 (C): -0.6203, atom 7 (Cl): 0.6198, atom 8 (C): -0.4485, atom 9 (O): -0.3694, atom 10 (C): -0.4472, atom 11 (O): -0.3554, atom 12 (C): -0.6187, atom 13 (Cl): 0.6346, atom 14 (S): 0.3563, atom 15 (C): -1.5664, atom 16 (S): 0.8342, atom 17 (C): -1.2150, atom 18 (C): -1.2055, atom 19 (S): 0.3435, atom 20 (S): 0.8318, atom 21 (S): 0.3143, atom 22 (N): 0.0335, atom 23 (C): -0.1120, atom 24 (C): -0.1625, atom 25 (N): 0.0060, atom 26 (C): -0.1946, atom 27 (H): 0.1344, atom 28 (H): 0.0954, atom 29 (H): 0.0511, atom 30 (H): 0.1257



Entry from OMol25: a cluster of 15 separate species, C12H51F3N15O17S in total at a distorted geometry (wB97M-V/def2-TZVPD).

Atoms and positions in Å:
C (1.523, -0.568, 1.709)
F (1.459, -1.366, 0.689)
F (0.956, -1.120, 2.668)
F (2.850, -0.361, 2.067)
S (0.660, 1.084, 1.170)
O (1.626, 1.872, 0.387)
O (-0.501, 0.674, 0.438)
O (0.357, 1.782, 2.423)
C (-4.540, -2.671, -4.526)
C (-5.759, -3.420, -3.883)
C (-6.912, -3.894, -4.891)
O (-7.548, -2.796, -5.367)
C (-8.770, -3.248, -6.036)
N (-5.145, -4.605, -3.288)
H (-4.816, -1.727, -4.995)
H (-4.201, -3.171, -5.433)
H (-3.755, -2.522, -3.783)
H (-6.190, -2.763, -3.128)
H (-7.602, -4.534, -4.342)
H (-6.528, -4.502, -5.710)
H (-9.412, -3.897, -5.439)
H (-8.543, -3.876, -6.898)
H (-9.239, -2.325, -6.375)
H (-4.150, -4.453, -3.198)
H (-5.201, -5.248, -4.065)
O (-5.780, 2.399, -1.133)
H (-6.070, 2.673, -2.003)
H (-4.980, 1.899, -1.292)
O (3.600, 3.772, 5.472)
H (3.836, 3.202, 6.204)
H (2.644, 3.732, 5.435)
O (4.255, -4.152, 7.038)
H (4.928, -3.478, 7.129)
H (3.456, -3.668, 6.830)
O (5.437, 5.048, -1.140)
H (5.574, 4.845, -2.065)
H (4.688, 4.510, -0.885)
O (6.779, 2.129, 2.826)
H (5.968, 2.535, 3.133)
H (6.500, 1.304, 2.431)
O (-3.248, 0.471, 4.708)
H (-2.670, 0.218, 5.428)
H (-3.051, 1.396, 4.556)
C (-0.365, 9.910, -2.105)
O (-0.631, 10.013, -3.247)
N (-0.278, 10.955, -1.318)
N (0.004, 8.845, -1.485)
H (0.020, 10.724, -0.381)
H (-0.336, 11.880, -1.719)
H (-0.139, 8.793, -0.486)
H (0.530, 8.121, -1.953)
C (-3.677, 7.409, 2.300)
O (-2.666, 8.036, 2.556)
N (-4.788, 7.937, 1.903)
N (-3.751, 6.149, 2.371)
H (-5.640, 7.415, 2.050)
H (-4.886, 8.942, 1.910)
H (-4.569, 5.850, 1.860)
H (-2.925, 5.614, 2.596)
C (6.815, -7.440, 3.452)
O (7.078, -8.158, 2.459)
N (6.500, -7.916, 4.597)
N (6.439, -6.199, 3.390)
H (6.532, -8.902, 4.811)
H (6.091, -7.283, 5.269)
H (5.845, -5.740, 4.065)
H (6.631, -5.710, 2.527)
C (-1.268, -3.159, 8.840)
O (-1.057, -2.200, 8.120)
N (-2.081, -4.138, 8.490)
N (-0.763, -3.390, 10.015)
H (-2.467, -4.820, 9.126)
H (-2.384, -3.985, 7.538)
H (-1.052, -4.254, 10.452)
H (-0.152, -2.685, 10.403)
C (1.875, -6.594, -3.542)
O (1.177, -7.527, -3.804)
N (2.206, -5.570, -4.265)
N (2.423, -6.567, -2.398)
H (2.766, -4.828, -3.870)
H (1.892, -5.378, -5.206)
H (3.232, -5.966, -2.335)
H (2.504, -7.488, -1.992)
C (-1.562, 4.131, -5.072)
O (-1.362, 3.021, -5.579)
N (-1.548, 5.250, -5.682)
N (-1.727, 4.395, -3.824)
H (-1.209, 5.326, -6.630)
H (-1.742, 6.053, -5.101)
H (-1.792, 3.714, -3.082)
H (-1.801, 5.354, -3.517)
C (6.790, -1.570, -2.802)
O (6.639, -2.521, -2.038)
N (7.850, -1.401, -3.538)
N (6.059, -0.589, -3.079)
H (8.063, -0.542, -4.024)
H (8.549, -2.124, -3.637)
H (5.266, -0.446, -2.469)
H (6.361, 0.068, -3.785)

Atoms 1-2, force components in eV/Å:
1.64 4.35 -2.32
0.65 -1.44 -1.79

Calculated values
Frontier orbital gap in eV: 7.56
Energy above the lowest of the compared OMol25 structures with the same formula, charge and spin in kcal/mol: 87.2
E_LUMO in eV: 1.76
Calculated total energy in Eh: -3286.12865
Net charge: -1

Taken from the Löwdin analysis, the atomic charges in e are: atom 1 (C): -0.7419, atom 2 (F): 0.1440, atom 3 (F): 0.2093, atom 4 (F): 0.0594, atom 5 (S): 0.4468, atom 6 (O): -0.3853, atom 7 (O): -0.3438, atom 8 (O): -0.3857, atom 9 (C): -0.0690, atom 10 (C): -0.3744, atom 11 (C): -0.2653, atom 12 (O): -0.1695, atom 13 (C): -0.0749, atom 14 (N): 0.0137, atom 15 (H): 0.0653, atom 16 (H): 0.0730, atom 17 (H): 0.0768, atom 18 (H): 0.1266, atom 19 (H): 0.1158, atom 20 (H): 0.1204, atom 21 (H): 0.0822, atom 22 (H): 0.0798, atom 23 (H): 0.0879, atom 24 (H): 0.0562, atom 25 (H): 0.0553, atom 26 (O): -0.0573, atom 27 (H): 0.0242, atom 28 (H): 0.0325, atom 29 (O): -0.0541, atom 30 (H): 0.0236, atom 31 (H): 0.0329, atom 32 (O): -0.0600, atom 33 (H): 0.0282, atom 34 (H): 0.0330, atom 35 (O): -0.0557, atom 36 (H): 0.0216, atom 37 (H): 0.0335, atom 38 (O): -0.0577, atom 39 (H): 0.0273, atom 40 (H): 0.0269, atom 41 (O): -0.0554, atom 42 (H): 0.0257, atom 43 (H): 0.0276, atom 44 (C): -0.8442, atom 45 (O): 0.0662, atom 46 (N): 0.1536, atom 47 (N): 0.1606, atom 48 (H): 0.1055, atom 49 (H): 0.1181, atom 50 (H): 0.1146, atom 51 (H): 0.1256, atom 52 (C): -0.8447, atom 53 (O): 0.0205, atom 54 (N): 0.1536, atom 55 (N): 0.1814, atom 56 (H): 0.1099, atom 57 (H): 0.1197, atom 58 (H): 0.1191, atom 59 (H): 0.1409, atom 60 (C): -0.7687, atom 61 (O): -0.0131, atom 62 (N): 0.1545, atom 63 (N): 0.1547, atom 64 (H): 0.1249, atom 65 (H): 0.1111, atom 66 (H): 0.1123, atom 67 (H): 0.1231, atom 68 (C): -0.7904, atom 69 (O): 0.0347, atom 70 (N): 0.1439, atom 71 (N): 0.1577, atom 72 (H): 0.1055, atom 73 (H): 0.1198, atom 74 (H): 0.1072, atom 75 (H): 0.1225, atom 76 (C): -0.8520, atom 77 (O): 0.0488, atom 78 (N): 0.1724, atom 79 (N): 0.1584, atom 80 (H): 0.1121, atom 81 (H): 0.1195, atom 82 (H): 0.1127, atom 83 (H): 0.1281, atom 84 (C): -0.8007, atom 85 (O): 0.0112, atom 86 (N): 0.1540, atom 87 (N): 0.1601, atom 88 (H): 0.1273, atom 89 (H): 0.1105, atom 90 (H): 0.1306, atom 91 (H): 0.1071, atom 92 (C): -0.8089, atom 93 (O): 0.0259, atom 94 (N): 0.1318, atom 95 (N): 0.1701, atom 96 (H): 0.1039, atom 97 (H): 0.1162, atom 98 (H): 0.1398, atom 99 (H): 0.1214